{"formula": "C25H27Cl2MgN11O9P2S", "method": "ωB97M-V/def2-TZVPD", "homo_lumo_gap_ev": 7.17, "relative_energy_ev": 0.000, "homo_energy_ev": -2.951, "charge": -2, "energy_ev": -121097.2613, "symbols": ["Mg", "N", "C", "C", "P", "O", "O", "O", "P", "O", "O", "O", "H", "H", "H", "H", "H", "H", "H", "H", "N", "C", "N", "N", "N", "N", "C", "N", "N", "N", "N", "H", "C", "S", "O", "C", "C", "C", "C", "C", "C", "H", "H", "H", "H", "H", "H", "H", "H", "Cl", "C", "C", "C", "C", "C", "Cl", "C", "N", "C", "C", "C", "C", "C", "C", "C", "C", "O", "O", "H", "H", "H", "H", "H", "H", "H", "H", "H", "H"], "xyz": [[0.028, -0.766, 1.663], [2.273, 1.617, 4.194], [2.503, 1.536, 2.742], [3.680, 2.396, 2.288], [2.904, -0.207, 2.307], [3.901, -0.577, 3.585], [3.697, -0.243, 1.067], [1.724, -1.129, 2.518], [0.983, 2.097, 1.822], [0.083, 2.466, 3.122], [1.282, 3.309, 1.025], [0.297, 0.965, 1.067], [3.155, 1.463, 4.672], [0.996, 0.527, 4.539], [1.919, 2.540, 4.423], [4.597, 2.090, 2.800], [3.476, 3.452, 2.467], [3.818, 2.248, 1.220], [3.410, -1.174, 4.162], [-0.882, 2.441, 2.884], [-2.430, -2.055, 3.722], [-1.407, -1.400, 4.324], [-1.102, -1.508, 5.636], [-0.082, -0.712, 5.826], [0.203, -0.159, 4.693], [-0.596, -0.545, 3.708], [-2.788, -1.780, 2.414], [-3.981, -2.064, 1.904], [-3.903, -1.621, 0.643], [-2.742, -1.107, 0.420], [-1.994, -1.181, 1.530], [-3.066, -2.587, 4.287], [-4.127, 1.670, 0.450], [-2.375, 1.614, 1.014], [-2.497, 2.362, 2.314], [-1.861, 2.839, -0.200], [-1.470, 4.110, 0.169], [-1.037, 4.996, -0.807], [-1.019, 4.606, -2.136], [-1.415, 3.325, -2.500], [-1.813, 2.427, -1.525], [-4.497, 2.672, 0.651], [-4.663, 0.932, 1.042], [-4.191, 1.410, -0.601], [-1.497, 4.391, 1.212], [-0.703, 5.988, -0.532], [-0.678, 5.298, -2.898], [-1.404, 3.023, -3.539], [-2.082, 1.407, -1.776], [-2.155, -3.388, -1.985], [-2.036, -2.021, -3.020], [-3.153, -1.575, -3.702], [-3.039, -0.522, -4.597], [-1.808, 0.077, -4.806], [-0.700, -0.357, -4.097], [0.795, 0.487, -4.309], [-0.775, -1.412, -3.175], [0.290, -1.834, -2.402], [1.467, -2.379, -2.876], [1.632, -2.622, -4.244], [2.799, -3.173, -4.741], [3.813, -3.532, -3.874], [3.635, -3.340, -2.511], [2.487, -2.766, -1.978], [2.433, -2.538, -0.489], [1.206, -3.043, 0.308], [1.189, -4.182, 0.754], [0.252, -2.174, 0.441], [-4.100, -2.069, -3.542], [-3.912, -0.162, -5.124], [-1.704, 0.900, -5.500], [0.088, -1.967, -1.402], [0.820, -2.397, -4.923], [2.903, -3.339, -5.807], [4.732, -3.966, -4.249], [4.420, -3.639, -1.827], [2.475, -1.467, -0.291], [3.313, -2.998, -0.042]], "forces_ev_per_angstrom": [[-0.542, -0.871, 0.072], [-0.088, -0.044, 0.222], [0.027, -0.163, -0.465], [0.041, 0.061, -0.146], [1.138, -0.477, 0.672], [-0.169, 0.089, -0.155], [0.010, 0.199, -0.140], [0.611, 0.334, 0.285], [-0.049, 1.016, 0.013], [-0.242, -0.201, -0.371], [0.214, 0.001, 0.044], [0.595, 1.085, 0.121], [-0.003, -0.020, -0.057], [0.047, 0.015, 0.138], [0.004, -0.031, 0.056], [-0.014, -0.019, 0.034], [-0.008, -0.001, 0.054], [0.120, 0.116, -0.001], [0.012, -0.028, -0.029], [0.031, 0.054, 0.241], [0.049, -0.118, -0.047], [0.342, 0.507, 0.365], [-0.347, -0.298, -0.051], [0.270, 0.272, 0.042], [-0.229, -0.143, 0.177], [-0.339, -0.278, 0.436], [-0.284, 0.189, -0.567], [0.054, -0.128, 0.473], [-0.024, -0.071, -0.226], [-0.064, -0.149, -0.377], [-0.927, -0.533, 0.415], [0.006, 0.037, 0.024], [0.421, -0.365, 0.252], [-1.559, 1.155, -0.866], [0.480, 0.176, 0.585], [0.118, -0.224, -0.171], [-0.122, 0.000, 0.156], [-0.072, -0.006, -0.122], [0.008, 0.101, -0.056], [-0.004, -0.057, 0.011], [0.025, 0.021, -0.018], [0.094, 0.104, -0.024], [-0.016, -0.064, 0.008], [0.004, -0.055, -0.050], [0.056, -0.019, 0.048], [0.014, -0.014, 0.051], [0.000, 0.007, 0.002], [0.077, -0.051, -0.024], [0.009, -0.035, -0.086], [-0.104, -0.135, 0.094], [0.216, 0.148, -0.141], [-0.057, 0.010, -0.011], [0.020, -0.010, 0.032], [-0.043, -0.004, -0.026], [-0.052, -0.041, 0.185], [0.040, 0.083, 0.008], [-0.232, -0.013, -0.134], [0.010, 0.235, 0.598], [0.244, -0.384, -0.280], [-0.060, -0.016, 0.047], [0.007, -0.042, -0.032], [0.150, -0.075, -0.060], [-0.089, 0.036, -0.081], [-0.097, -0.124, 0.049], [-0.353, 0.155, 0.160], [-0.018, -0.181, -0.309], [0.060, 0.074, -0.035], [0.361, -1.075, -0.921], [-0.023, -0.001, 0.061], [-0.009, -0.018, -0.028], [0.037, 0.029, 0.011], [0.038, 0.081, -0.081], [-0.010, 0.073, -0.006], [-0.017, 0.010, -0.011], [0.010, -0.015, 0.011], [-0.007, 0.027, 0.051], [0.211, 0.023, -0.100], [-0.015, 0.076, 0.000]], "mulliken_charge": [1.750, -0.627, 1.105, -2.046, 1.194, -0.697, -0.969, -0.721, 0.121, -0.592, -0.900, -0.639, 0.271, 0.387, 0.255, 0.475, 0.455, 0.352, 0.317, 0.551, -0.058, 0.330, -0.674, -0.861, 0.319, 0.070, 0.167, -0.788, -0.688, 0.099, 0.325, 0.254, -1.365, 1.223, -0.991, 0.087, -0.487, -0.513, -0.553, -0.508, -0.354, 0.382, 0.451, 0.384, 0.346, 0.368, 0.360, 0.387, 0.379, -0.176, 0.946, -0.609, -0.560, -0.660, 1.309, -0.191, -1.733, 0.912, 1.147, -0.444, -0.826, -0.783, -0.735, 0.172, -0.349, 0.390, -0.815, 0.053, 0.423, 0.365, 0.419, -0.325, 0.387, 0.370, 0.341, 0.362, -0.017, 0.495]}